Formula: C40H59N2O8P
Source: the Open Molecules 2025 dataset
Level of theory: wB97M-V/def2-TZVPD

## Properties
SMILES = CCCOc1c(Cc2ccccc2)ccc2c1C(=O)c1c(P(C)C)ccc(COC)c1C2=O.COCCNCCOC.COCCNCCOC
HOMO energy = -7.85 eV
Lowest unoccupied orbital energy = -1.04 eV
Charge = 0
Frontier orbital gap = 6.810 eV

Bonds (Å) are listed after each position.
Positions of all 110 atoms, in Å:
1 H 9.108 1.114 1.896  C8 1.095
2 C 2.269 -1.210 -1.551  C74 1.571, H89 1.136, C107 1.573
3 C -1.306 -4.643 -2.921  C18 1.577, C27 1.548, C96 1.617
4 H -2.549 2.304 2.155  C22 1.093
5 H 1.264 2.101 -2.903  C101 1.148
6 H -3.784 0.716 -5.923  C48 1.156
7 H 3.130 1.176 1.287  C36 1.164
8 C 9.480 1.714 2.733  H1 1.095, O16 1.424, H39 1.095, C84 1.537
9 C 1.171 -0.756 -4.064  H21 1.155, C47 1.621, H106 1.139, C107 1.624
10 H -1.845 -7.834 -0.695  C79 1.148
11 H -5.980 -0.072 1.563  C64 1.158
12 H -5.611 -4.130 2.081  C15 1.152
13 H 4.964 2.790 0.658  C105 1.095
14 C -3.185 -5.490 -1.176  C38 1.556, C88 1.579, C96 1.617
15 C -4.976 -4.476 1.184  H12 1.152, C46 1.555, C100 1.562
16 O 9.145 1.113 3.979  C8 1.424, C65 1.419
17 H -0.411 -8.877 2.301  C90 1.158
18 C -1.965 -3.211 -2.940  C3 1.577, C20 1.556, C104 1.617
19 H -7.416 -1.182 1.301  C64 1.149
20 C -1.187 -1.920 -3.327  C18 1.556, O23 1.427, C47 1.557
21 H 2.100 -1.034 -4.690  C9 1.155
22 C -1.468 2.450 2.229  H4 1.093, O32 1.419, H68 1.092, H108 1.093
23 O -1.898 -0.683 -3.296  C20 1.427, C62 1.457
24 H 3.786 3.632 3.535  C25 1.095
25 C 4.505 2.842 3.775  H24 1.095, H53 1.092, O60 1.420, H86 1.091
26 H -3.759 6.672 1.014  C42 1.096
27 C 0.173 -4.809 -3.346  C3 1.548, C37 1.555, H94 1.145
28 H -5.894 -1.813 2.287  C64 1.142
29 H -0.547 -7.064 1.980  C90 1.146
30 H 9.561 3.631 1.740  C84 1.095
31 H -3.056 7.166 3.098  C97 1.095
32 O -0.787 2.078 1.041  C22 1.419, C35 1.424
33 O -3.657 5.248 2.557  C42 1.428, C97 1.419
34 H -4.488 0.021 -2.877  C73 1.141
35 C -1.527 2.286 -0.157  O32 1.424, H71 1.095, H93 1.095, C95 1.537
36 C 2.751 0.763 0.267  H7 1.164, C74 1.549, C98 1.570
37 C 0.951 -3.518 -3.728  C27 1.555, C47 1.569, H59 1.149
38 C -3.412 -6.437 0.038  C14 1.556, C79 1.612, C100 1.575
39 H 10.573 1.669 2.669  C8 1.095
40 H -5.661 0.615 -4.160  C73 1.156
41 H -1.839 3.732 -1.730  C95 1.095
42 C -4.046 5.639 1.241  H26 1.096, O33 1.428, H63 1.095, C87 1.530
43 H -4.285 1.737 -3.572  C73 1.145
44 H -4.000 0.304 -0.827  C78 1.155
45 H 7.233 3.147 3.445  N99 1.013
46 C -4.743 -3.521 -0.021  C15 1.555, C88 1.570, P103 1.892
47 C 0.314 -2.085 -3.706  C9 1.621, C20 1.557, C37 1.569
48 C -3.690 0.009 -5.014  H6 1.156, C62 1.606, C73 1.606, H82 1.156
49 H 7.436 0.273 3.102  C65 1.093
50 N -2.045 4.790 0.065  H76 1.014, C87 1.463, C95 1.465
51 H -1.736 6.032 2.672  C97 1.093
52 O -2.237 -6.993 -2.991  C96 1.255
53 H 5.342 3.259 4.338  C25 1.092
54 H 3.173 -1.497 0.616  C74 1.150
55 O -4.376 -2.486 -3.117  C104 1.252
56 H 7.800 -0.204 4.768  C65 1.092
57 H -3.413 -8.698 -0.303  C79 1.152
58 H -3.778 3.652 0.514  C87 1.095
59 H 2.059 -3.596 -4.021  C37 1.149
60 O 4.959 2.188 2.599  C25 1.420, C105 1.429
61 H -3.966 4.866 -0.768  C87 1.094
62 C -2.141 -0.222 -4.657  O23 1.457, C48 1.606, H70 1.159, H80 1.152
63 H -5.139 5.591 1.212  C42 1.095
64 C -6.272 -1.183 1.413  H11 1.158, H19 1.149, H28 1.142, P103 1.908
65 C 7.813 0.630 4.064  O16 1.419, H49 1.093, H56 1.092, H110 1.092
66 H -2.914 -1.226 -0.659  C78 1.141
67 H -0.365 3.965 -0.804  C95 1.096
68 H -1.091 1.828 3.044  C22 1.092
69 H 9.503 3.717 3.493  C84 1.095
70 H -1.568 0.752 -4.913  C62 1.159
71 H -1.075 1.620 -0.900  C35 1.095
72 H 2.153 2.864 -0.475  C98 1.148
73 C -4.556 0.653 -3.824  H34 1.141, H40 1.156, H43 1.145, C48 1.606
74 C 2.773 -0.730 -0.143  C2 1.571, C36 1.549, H54 1.150
75 H -4.472 -6.589 2.111  C100 1.152
76 H -1.625 4.794 0.988  N50 1.014
77 H -3.540 -0.384 0.851  C78 1.160
78 C -3.818 -0.672 -0.237  H44 1.155, H66 1.141, H77 1.160, P103 1.925
79 C -2.695 -7.880 0.075  H10 1.148, C38 1.612, H57 1.152, O83 1.442
80 H -1.736 -1.036 -5.365  C62 1.152
81 H 5.133 4.127 1.797  C105 1.096
82 H -4.220 -0.968 -5.330  C48 1.156
83 O -2.233 -8.267 1.386  C79 1.442, C90 1.444
84 C 9.085 3.196 2.625  C8 1.537, H30 1.095, H69 1.095, N99 1.465
85 H 7.261 3.519 0.541  C109 1.094
86 H 4.008 2.101 4.404  C25 1.091
87 C -3.496 4.662 0.199  C42 1.530, N50 1.463, H58 1.095, H61 1.094
88 C -3.849 -4.058 -1.195  C14 1.579, C46 1.570, C104 1.618
89 H 2.343 -2.326 -1.752  C2 1.136
90 C -0.810 -8.092 1.548  H17 1.158, H29 1.146, O83 1.444, H91 1.142
91 H -0.192 -8.230 0.598  C90 1.142
92 H -2.607 5.851 4.201  C97 1.091
93 H -2.562 1.946 -0.042  C35 1.095
94 H 0.621 -5.863 -3.352  C27 1.145
95 C -1.428 3.714 -0.715  C35 1.537, H41 1.095, N50 1.465, H67 1.096
96 C -2.250 -5.865 -2.441  C3 1.617, C14 1.617, O52 1.255
97 C -2.714 6.127 3.151  H31 1.095, O33 1.419, H51 1.093, H92 1.091
98 C 2.163 1.760 -0.794  C36 1.570, H72 1.148, C101 1.572
99 N 7.655 3.514 2.600  H45 1.013, C84 1.465, C109 1.463
100 C -4.322 -5.894 1.204  C15 1.562, C38 1.575, H75 1.152
101 C 1.656 1.281 -2.203  H5 1.148, C98 1.572, C107 1.554
102 H 7.185 1.912 1.292  C109 1.095
103 P -5.407 -1.757 -0.187  C46 1.892, C64 1.908, C78 1.925
104 C -3.517 -3.146 -2.490  C18 1.617, O55 1.252, C88 1.618
105 C 5.435 3.092 1.600  H13 1.095, O60 1.429, H81 1.096, C109 1.530
106 H 0.530 0.032 -4.580  C9 1.139
107 C 1.700 -0.214 -2.627  C2 1.573, C9 1.624, C101 1.554
108 H -1.239 3.488 2.484  C22 1.093
109 C 6.952 2.972 1.437  H85 1.094, N99 1.463, H102 1.095, C105 1.530
110 H 7.158 1.404 4.469  C65 1.092